# 1
ORCA calculation (ωB97M-V/def2-TZVPD) on a molecular structure, C32H41LuN5S.

Geometry (Å):
Lu -0.447 -0.275 -0.003
S 2.127 0.182 0.693
N 0.009 -0.585 -2.936
N 1.492 -0.954 -0.548
N -2.056 -1.122 -2.431
N 4.926 1.969 1.207
N 3.613 2.300 3.035
C 3.622 -1.638 0.515
C 2.194 -1.424 0.641
C -4.119 -3.255 -0.174
C -3.056 1.780 -0.094
C 0.715 1.900 0.084
C 2.157 -0.660 -1.735
C -3.035 -2.812 -0.950
C 0.383 1.366 1.453
C -1.862 0.802 2.687
C -1.803 -3.660 -1.104
C 4.250 -1.220 -0.618
C 5.712 1.302 3.508
C 3.536 -0.741 -1.718
C -0.585 2.531 -2.061
C -6.460 -3.022 0.749
C 1.350 -0.282 -2.828
C 5.854 1.099 1.996
C -0.499 2.014 -0.664
C -3.170 -1.604 -1.658
C -4.623 0.241 -2.647
C -1.909 -1.262 -3.802
C -4.405 -0.925 -1.722
C -0.664 -0.920 -4.125
C 4.257 1.278 3.944
C -1.619 1.640 0.203
C 2.085 2.272 -0.418
C -1.077 1.215 1.509
C 3.750 2.110 1.762
C -5.465 -1.406 -0.934
C -5.328 -2.551 -0.137
C -0.911 -0.688 -1.949
C 1.279 1.097 2.608
H -1.302 0.129 3.339
H 0.989 0.282 3.238
H 4.066 -2.023 1.409
H -0.869 -3.075 -1.065
H 1.582 -1.706 1.475
H 2.199 2.155 -1.477
H -5.312 0.981 -2.207
H 5.526 0.083 1.733
H 3.188 3.098 3.497
H -6.422 -0.877 -0.956
H -3.424 2.663 0.440
H -3.646 0.912 0.228
H -6.577 -4.113 0.703
H -2.101 1.713 3.240
H 2.390 3.193 0.017
H 5.332 -1.318 -0.696
H 6.875 1.274 1.660
H -2.792 0.312 2.395
H 0.290 2.239 -2.648
H 1.877 -0.132 -3.765
H 5.068 1.997 0.194
H 4.041 -0.483 -2.652
H -4.008 -4.179 0.398
H 2.367 0.752 2.243
H -3.225 1.932 -1.159
H 6.106 2.281 3.815
H -1.748 -4.425 -0.315
H -0.641 3.628 -2.032
H -3.690 0.755 -2.909
H 4.106 1.522 4.998
H 1.489 2.006 3.114
H -2.722 -1.617 -4.376
H 3.794 0.307 3.737
H 6.242 0.517 4.052
H -1.480 2.152 -2.559
H -1.809 -4.185 -2.074
H -6.272 -2.764 1.800
H -7.413 -2.565 0.462
H -0.131 -0.914 -5.029
H -5.081 -0.092 -3.592
H 2.921 1.494 -0.012

Cartesian forces (eV/Å) of the 2 atoms listed first:
Lu 1.3 -3.8 4.5
S 2.3 0.0 0.6

Values from the calculation:
energy relative to the best compared isomer or geometry (same formula, charge and spin) = 1642.86 kJ/mol
gap between HOMO and LUMO (spin up / spin down) = 3.40 / 3.30 eV
total charge = -1
highest occupied orbital energy (spin up / spin down) = -0.0327 / -0.0253 Eh

***

# 2
ORCA calculation (ωB97M-V/def2-TZVPD) on a molecular structure, C32H42BBeCl2F7N5NaO19S2V.

Geometry (Å):
V 3.794 -1.767 -6.235
Cl -3.865 0.480 6.138
Cl -2.331 -1.513 4.675
S 5.580 -5.126 10.692
S 1.582 -1.877 6.828
Na -2.710 -4.605 -4.290
F 1.169 0.222 5.236
F 1.017 -0.159 -4.200
F 0.934 -1.688 4.259
F -1.587 -2.487 -5.358
F 2.905 -0.934 4.700
F 1.037 -2.478 -4.209
F -2.415 7.729 -2.659
O -3.530 3.248 2.120
O -1.340 1.533 7.909
O 2.549 3.009 0.760
O 4.919 -5.629 11.872
O -0.193 -0.085 2.516
O 2.390 -1.065 7.719
O 2.262 0.899 0.311
O 2.382 -1.082 -6.916
O -0.073 -2.218 -0.117
O -1.913 3.268 -5.147
O 6.551 -5.908 9.965
O 5.191 -2.444 -5.540
O 2.128 -3.205 6.611
O 1.545 -4.567 -12.173
O -2.583 2.550 -3.291
O -0.285 4.177 1.903
O 0.171 -1.878 7.161
O -2.463 -2.343 -0.366
O -2.728 5.272 -0.848
N -1.067 3.388 9.177
N 0.704 2.004 1.790
N -0.491 3.403 6.956
N 3.711 -3.761 -10.435
N -1.625 3.252 -4.008
C -4.203 3.267 3.380
C -2.011 2.105 -2.068
C 6.300 -3.534 11.065
C 2.359 -3.450 -12.502
C -0.831 0.998 0.339
C -2.702 -0.844 6.270
C 2.110 -1.928 -10.443
C -0.106 0.778 1.714
C 4.501 -2.998 9.511
C 3.045 -2.776 -11.299
C -3.456 5.765 -3.218
C -1.467 3.072 -1.064
C -5.734 4.026 -2.843
C -3.625 5.097 -1.853
C -0.990 2.696 8.008
C -0.172 3.113 1.384
C 1.880 1.989 0.942
C -0.876 2.474 0.131
C -1.877 -0.133 -4.384
C -2.647 -0.269 -2.994
C -4.809 4.213 -1.704
C -5.518 4.703 -4.206
C 4.352 -4.521 9.537
C -1.472 4.629 -1.226
C 0.271 -4.237 -11.650
C 1.654 -1.035 5.187
C -1.990 0.623 -1.855
C 0.342 -1.315 -4.402
C -4.386 5.588 -4.371
C 5.958 -2.673 9.855
C -0.975 -1.384 -4.737
C -1.373 0.035 -0.622
B -1.277 -1.538 -0.345
Be -1.603 -3.037 -2.481
H 3.029 -4.489 -10.224
H -0.785 4.344 9.280
H -3.670 0.192 -3.157
H 7.371 -3.640 11.229
H 4.562 -4.960 8.561
H 3.810 -2.103 -11.700
H -6.627 3.349 -2.788
H -0.197 4.360 7.016
H 3.141 -3.842 -13.158
H -3.122 -1.628 6.894
H -2.841 -1.324 -2.671
H -2.619 0.118 -5.186
H -5.212 2.881 3.246
H 1.791 -2.724 -13.098
H -0.700 5.028 -0.502
H -1.099 4.896 -2.248
H -1.788 -0.465 6.719
H -2.978 -2.242 0.460
H -0.143 -3.338 -12.115
H 5.817 -3.154 11.967
H -2.555 6.436 -3.345
H -3.668 2.637 4.094
H 4.421 -4.246 -10.978
H 3.361 -4.823 9.873
H -0.402 -5.073 -11.850
H 1.449 -1.317 -11.063
H 2.690 -1.253 -9.812
H 6.603 -2.939 9.012
H 4.215 -2.591 8.542
H -4.161 6.110 -5.332
H -6.184 4.551 -5.086
H -5.041 3.663 -0.758
H 3.842 -2.550 10.261
H 6.097 -1.612 10.066
H -0.281 -3.176 -0.162
H -1.431 2.897 9.976
H -0.418 2.924 6.075
H 1.492 -2.527 -9.774
H 0.327 -4.115 -10.566
H -1.192 0.748 -4.273
H -2.642 3.594 2.267
H -4.255 4.293 3.752

Cartesian forces (eV/Å) of the 2 atoms listed first:
V 0.8 -0.3 -0.2
Cl -0.1 0.0 0.0

Values from the calculation:
gap between HOMO and LUMO = 1.16 eV
total charge = +1
highest occupied orbital energy = -0.3604 Eh

***

# 3
ORCA calculation (ωB97M-V/def2-TZVPD) on a molecular structure, C32H42BaBrN3O3PS2Si.

Geometry (Å):
Ba 0.268 0.552 0.416
Br -1.043 6.767 -1.893
S -1.011 3.165 1.533
S 2.532 -0.971 1.792
P 3.421 1.310 -1.433
Si -0.995 -1.503 -2.158
O 4.682 0.304 -1.500
O 4.222 2.723 -1.371
O 3.043 1.322 -3.007
N -2.507 0.456 1.418
N 0.093 2.833 -1.655
N -0.437 -1.655 2.437
C -1.361 2.995 -3.549
C -1.852 -1.511 2.782
C 5.395 0.026 -0.288
C 0.000 -1.910 4.850
C -2.219 2.563 2.657
C -3.218 0.883 0.208
C 1.829 -1.344 3.357
C -2.856 1.310 2.530
C 0.848 -1.902 5.947
C -0.863 4.920 -2.258
C -1.824 -0.811 -3.760
C -0.536 2.282 -2.691
C -4.186 1.734 4.513
C -3.828 0.923 3.447
C 0.602 -2.844 -4.247
C -1.524 4.352 -3.333
C -2.686 -0.981 1.626
C 2.599 -3.645 -2.511
C 2.720 -3.926 -3.866
C 1.487 -2.963 -2.040
C -0.078 4.134 -1.433
C -2.271 -2.886 -1.733
C 2.664 -1.365 4.482
C 0.452 -2.546 -2.889
C -2.611 3.367 3.736
C 0.462 -1.627 3.566
C 2.194 -1.630 5.755
C 1.716 -3.520 -4.734
C 2.220 0.255 -3.486
C -0.222 -2.881 1.658
C -3.567 2.968 4.652
C 3.461 3.885 -1.057
H -2.390 -1.469 0.693
H -1.937 -0.814 3.614
H -3.214 -2.459 -1.375
H -3.744 -1.246 1.778
H 4.713 -0.143 0.547
H -1.863 2.489 -4.362
H -4.934 1.403 5.222
H -2.123 4.328 3.842
H 2.810 -0.647 -3.654
H 0.408 4.558 -0.564
H 4.168 4.683 -0.842
H 2.833 4.178 -1.900
H -2.153 4.956 -3.973
H 3.382 -3.940 -1.822
H 0.456 -2.111 6.934
H -0.400 1.215 -2.822
H -3.825 3.619 5.479
H -2.826 0.337 -0.657
H -0.593 -3.758 2.208
H -1.140 -0.201 -4.359
H -1.044 -2.144 5.006
H -2.273 -2.473 3.112
H -0.166 -2.537 -4.950
H -0.742 -2.820 0.702
H 1.421 0.015 -2.777
H -2.497 -3.493 -2.616
H 6.070 0.852 -0.059
H 3.593 -4.445 -4.243
H 1.802 -3.728 -5.795
H 1.774 0.584 -4.423
H 1.439 -2.715 -0.983
H -4.296 0.686 0.290
H 3.713 -1.146 4.322
H 5.972 -0.879 -0.463
H 2.827 3.721 -0.181
H 2.877 -1.620 6.596
H -2.679 -0.181 -3.493
H -4.313 -0.040 3.338
H -2.201 -1.611 -4.407
H 0.841 -3.000 1.461
H -1.903 -3.562 -0.957
H -3.056 1.950 0.058

Cartesian forces (eV/Å) of the 2 atoms listed first:
Ba -0.2 0.1 0.1
Br 0.0 0.0 0.0

Values from the calculation:
energy relative to the best compared isomer or geometry (same formula, charge and spin) = 8.85 kJ/mol
gap between HOMO and LUMO = 6.26 eV
total charge = -1
highest occupied orbital energy = -0.1511 Eh

***

Number 1: largest force on an atom 6.01 eV Å⁻¹. Number 2: largest force on an atom 3.43 eV Å⁻¹. Number 3: largest force on an atom 0.21 eV Å⁻¹.